C30H50BrN3P2PbS | ωB97M-V with the def2-TZVPD basis set

* LUMO level (alpha / beta): -15.406 / -15.408 eV
* E_HOMO (alpha / beta): -17.9 / -17.7 eV
* frontier orbital gap (alpha / beta): 2.4844 / 2.3350 eV
* energy: -5183.5151 hartree
* ΔE to the lowest compared entry with this formula, charge and spin: 0.0 kcal/mol

```
! RIJCOSX wB97M-V def2-TZVPD def2/J DEFGRID3
* xyz 4 1
C 1.67 -3.26 2.52
C 2.01 -3.14 1.15
C 1.70 -4.24 0.32
C 1.19 -5.41 0.88
N 0.91 -5.52 2.19
C 1.17 -4.48 2.99
C 2.60 -1.96 0.62
C 2.95 -0.90 0.09
C 3.79 0.15 -0.41
C 3.29 1.29 -1.07
C 4.14 2.33 -1.45
C 5.51 2.17 -1.27
C 6.05 1.01 -0.69
C 5.18 0.03 -0.23
Pb 0.09 0.51 -0.02
P -2.10 -1.71 0.56
H 1.85 -4.18 -0.76
H 1.78 -2.42 3.20
H 0.97 -6.28 0.26
H 0.94 -4.61 4.05
H 5.56 -0.87 0.26
H 2.23 1.41 -1.32
H 7.12 0.90 -0.59
H 3.74 3.24 -1.88
C -3.78 -1.00 0.24
C -4.98 -1.93 0.04
H -3.66 -0.38 -0.66
H -3.98 -0.31 1.08
H -5.85 -1.30 -0.22
H -4.84 -2.64 -0.78
H -5.25 -2.48 0.95
C -2.17 -3.40 -0.18
C -2.69 -4.58 0.63
H -1.13 -3.61 -0.48
H -2.75 -3.30 -1.11
H -2.66 -5.48 0.00
H -2.07 -4.81 1.51
H -3.73 -4.46 0.96
C -2.09 -2.02 2.38
C -3.40 -2.34 3.09
H -1.65 -1.11 2.83
H -1.36 -2.83 2.55
H -3.20 -2.43 4.16
H -4.15 -1.55 2.97
H -3.84 -3.29 2.77
Br 6.67 3.54 -1.91
P -0.07 -0.05 -3.08
C -1.44 -1.04 -3.80
C -1.95 -0.63 -5.18
H -2.25 -1.00 -3.06
H -1.08 -2.08 -3.82
H -2.82 -1.26 -5.42
H -2.28 0.42 -5.20
H -1.20 -0.78 -5.97
C -0.25 1.66 -3.76
C 0.38 1.96 -5.12
H 0.17 2.34 -3.00
H -1.34 1.87 -3.79
H 0.23 3.02 -5.33
H 1.46 1.76 -5.13
H -0.09 1.38 -5.93
C 1.50 -0.72 -3.78
C 1.43 -1.45 -5.13
H 1.88 -1.41 -3.00
H 2.21 0.11 -3.83
H 2.43 -1.85 -5.33
H 0.73 -2.28 -5.12
H 1.18 -0.77 -5.96
C -1.04 6.53 2.27
C -1.36 5.09 2.62
N -0.55 4.12 1.84
C 0.20 3.16 2.36
S 1.35 2.24 1.42
N 0.15 3.00 3.74
C 1.06 3.92 4.48
C 0.85 3.79 5.97
H 0.04 6.73 2.32
H -1.55 7.20 2.96
H -1.40 6.78 1.26
H -1.19 4.89 3.68
H -2.42 4.88 2.42
H -0.53 4.20 0.83
H 0.39 2.04 3.99
H 2.10 3.67 4.21
H 0.85 4.94 4.13
H 1.24 2.84 6.33
H 1.40 4.59 6.46
H -0.21 3.88 6.23
*
```

Atom charges from the Mulliken analysis, given in e for atoms 1 to 5: -0.268 0.951 -0.315 -0.554 -0.438